#i
An isolated ion of composition C4H6NO and charge +1. Source: the Open Molecules 2025 dataset; level of theory: ωB97M-V with the def2-TZVPD basis set.

Values from the calculation:
E_LUMO = -0.208 hartree
SMILES string = C[N+]1=C[C@@]12CO2

```
! RIJCOSX wB97M-V def2-TZVPD def2/J DEFGRID3
* xyz 1 1
C -0.117 1.445 -0.273
C 1.898 -0.391 0.583
C 0.875 0.483 0.013
C -1.820 -0.506 -0.205
N -0.611 0.283 -0.167
O 1.947 -0.216 -0.838
H -0.200 2.490 -0.304
H 2.849 -0.105 1.092
H 1.400 -1.318 0.924
H -2.608 0.123 -0.047
H -1.747 -1.252 0.469
H -1.867 -1.037 -1.247
*
```

***

#ii
An isolated ion of composition C4H6NO and charge +1. Source: the Open Molecules 2025 dataset; level of theory: ωB97M-V with the def2-TZVPD basis set.

Values from the calculation:
E_LUMO = -0.199 hartree

```
! RIJCOSX wB97M-V def2-TZVPD def2/J DEFGRID3
* xyz 1 1
C -0.759 -0.578 -0.128
C 0.045 0.590 -0.043
C -0.971 1.479 0.695
C 1.530 0.675 0.016
N -2.049 -0.436 -0.041
O -0.701 1.773 -0.474
H -0.324 -1.569 -0.087
H 1.913 0.142 0.884
H 1.839 1.716 0.089
H 1.971 0.249 -0.884
H -2.543 0.453 -0.047
H -2.651 -1.252 0.032
*
```

***

#iii
An isolated ion of composition C4H6NO and charge +1. Source: the Open Molecules 2025 dataset; level of theory: ωB97M-V with the def2-TZVPD basis set.

Values from the calculation:
E_LUMO = -0.192 hartree
SMILES string = C=[N+]=C(C)C=O

```
! RIJCOSX wB97M-V def2-TZVPD def2/J DEFGRID3
* xyz 1 1
C 1.209 -2.052 0.026
C 1.611 1.265 -0.100
C 0.117 0.113 0.062
C -1.182 0.784 0.005
N 0.494 -1.016 0.003
O 2.619 0.641 -0.040
H 1.271 -2.546 -0.837
H 1.589 -2.517 0.886
H 1.438 2.271 -0.229
H -1.206 1.356 0.894
H -1.033 1.204 -1.018
H -1.921 0.103 0.137
*
```

***

The energetic minimum among the shown structures is #iii; the next structure lies 45.7 kJ/mol above.